[1]
DFT (wB97M-V/def2-TZVPD) results for 4 unconnected molecules or ions with the total composition C14H28B3NO7 at a distorted geometry.

- M: 354.81 u
- Structure (SMILES): CB1OBOB(N=C=O)O1.C1CCOC1.C1CCOC1.C1CCOC1
- E_HOMO: -9.518 eV
- Frontier orbital gap: 0.3408 Eh
- E_LUMO: -0.2 eV

CARTESIAN COORDINATES (ANGSTROEM)
H1 -2.9667 -4.0001 -1.3810
C1 4.1047 3.8017 2.2750
H2 -2.9194 5.3314 -0.0905
H3 -1.9405 3.8351 0.5957
C2 3.3045 3.7906 0.9879
C3 2.8643 -0.0483 -1.5947
H4 3.1546 4.7880 0.5703
H5 3.8757 4.6869 2.8781
O1 3.8414 -0.6502 -2.4543
C4 2.0250 3.1120 1.4197
O2 3.7035 2.6456 3.0230
C5 -2.8938 4.1893 0.0294
H6 -3.2931 -3.6522 2.4769
H7 3.3965 0.5768 -0.8688
H8 3.4801 -2.6106 -2.9478
H9 -1.2281 -4.1882 0.3074
H10 -1.8331 -4.6606 2.5664
C6 3.1954 -2.2480 -0.8290
C7 3.9419 -2.0441 -2.1321
O3 -3.8980 3.5203 -2.4371
H11 3.8599 -2.0459 0.0179
O4 -3.5739 0.9981 -2.7298
C8 2.5302 2.0884 2.4153
H12 2.7993 -3.2592 -0.7181
O5 -1.8428 2.3893 -1.6490
H13 1.7191 -0.8957 0.0629
O6 -3.4412 -5.4718 1.5370
C9 -3.2699 -4.0278 -0.3327
H14 -3.0831 -6.1874 -0.3542
H15 -4.7423 -5.6177 -0.0728
H16 3.8139 3.1779 0.2363
H17 4.9942 -2.3299 -2.0618
H18 -3.7990 3.7830 0.6383
H19 2.1998 0.5895 -2.1827
H20 1.3739 3.8342 1.9241
C10 -2.1539 -3.7014 0.6326
H21 -5.6238 1.9599 -2.4239
O7 -0.3315 0.3832 0.8395
C11 -1.3054 0.3984 0.0784
N1 -2.3892 0.0543 -0.6064
H22 1.7926 1.8529 3.1860
H23 1.4655 2.6644 0.5959
B1 -2.8991 3.3867 -1.3850
H24 2.8218 1.1584 1.9145
C12 2.1281 -1.1808 -0.9079
H25 1.3026 -1.5275 -1.5394
H26 -1.9596 -2.6319 0.7348
H27 -4.0967 -3.3225 -0.1964
H28 5.1827 3.7696 2.0990
C13 -2.6494 -4.3379 1.9156
C14 -3.6882 -5.4104 0.1256
B2 -4.4578 2.1627 -2.5411
B3 -2.5918 1.1214 -1.6473

Cartesian forces (eV/Å) of the 6 atoms listed first:
-0.04 -0.02 0.08
0.12 0.10 0.34
-0.13 -1.80 0.35
-1.62 0.92 -0.89
0.28 0.02 -0.40
0.25 0.25 -0.05



[2]
DFT (wB97M-V/def2-TZVPD) results for 16 unconnected molecules or ions with the total composition C61H136NO39 at a distorted geometry.

- M: 1507.73 u
- E_HOMO: -3.036 eV
- Charge: -1
- Frontier orbital gap: 0.1787 Eh
- E_LUMO: 1.8 eV

CARTESIAN COORDINATES (ANGSTROEM)
H1 5.3975 -0.3538 7.5223
H2 3.5511 -2.8296 -3.4907
O1 -2.9427 -5.7801 -1.0413
H3 7.0524 -0.0296 4.8923
H4 1.9633 -0.2403 -3.4713
H5 0.8124 4.6753 5.2466
H6 0.7054 1.2878 -4.3460
H7 8.4466 -0.8689 8.1152
H8 -0.3564 -2.4428 -4.6191
H9 -1.6734 -1.7249 5.2784
C1 6.3990 2.0401 -0.3768
H10 -0.8693 -4.2506 -1.2102
H11 -6.1113 -0.7658 -1.8370
O2 8.3071 0.9486 0.7807
H12 -3.2218 3.5512 -0.1340
H13 2.3286 -0.9426 6.9938
H14 3.3612 -0.4470 -6.2900
H15 -0.7340 1.8916 6.5894
C2 7.8446 -1.6759 7.6976
H16 1.0753 -2.2351 -2.1247
H17 0.0911 -3.4828 -5.9818
H18 5.4370 1.2087 -4.0669
O3 5.1417 -0.4394 -5.2569
H19 0.9701 -1.6687 4.6974
O4 3.8739 -4.2645 3.0448
C3 0.7989 3.2962 -1.2667
H20 7.7103 -2.2655 -2.1443
C4 -3.9116 3.8533 -0.9220
H21 -2.2699 3.9098 2.0551
O5 0.6329 -5.2761 -4.2056
C5 0.4639 -2.7471 -5.2692
H22 4.2136 1.1055 -6.4189
H23 -3.0853 -6.3242 4.6073
H24 -0.8982 7.5975 -3.0142
H25 1.8680 0.7236 6.4156
O6 -5.0920 -3.2708 -4.3388
H26 2.6104 1.1216 0.0284
H27 -4.8426 0.4238 -1.8912
H28 1.2125 -0.0747 7.9423
H29 3.4017 -0.2019 -2.5921
C6 -3.4599 -4.6686 -1.2203
C7 -5.2648 1.7866 1.8748
C8 -6.0124 5.0060 -1.1359
H30 7.5490 -0.9364 -4.2097
C9 9.5187 1.2515 1.3283
C10 -3.2577 -0.0185 4.2416
O7 -0.6138 0.0574 -2.2472
H31 -2.8092 -5.0913 1.8100
H32 7.7364 0.5532 -3.3240
H33 -0.9844 2.7145 3.6851
O8 -0.7641 5.4874 -1.3357
H34 0.5744 3.2792 3.0791
C11 -1.5545 4.7307 2.1048
O9 -2.7749 -3.5454 -1.5269
H35 0.5283 -3.9329 2.5237
H36 0.6640 8.2528 -3.5942
H37 0.6990 1.5628 1.2869
O10 -6.0848 5.0471 -2.3671
H38 -7.7850 6.7588 -1.6459
O11 6.2465 -0.7983 -2.6077
H39 -1.2290 -1.7802 3.6038
C12 0.3152 -0.8204 4.8965
H40 -5.1602 2.1243 0.8438
H41 9.7326 0.4488 2.0341
C13 -8.0832 6.0641 -0.8607
O12 -4.7260 -4.4903 -1.0830
H42 7.2654 0.6485 6.4428
H43 -1.7311 -8.6488 1.5236
H44 2.4325 -0.0302 2.0442
O13 1.6095 -3.2662 -4.6718
H45 -2.4002 1.1717 -0.4555
H46 -1.9921 -1.3723 -0.2983
H47 -2.1012 5.6704 2.0263
H48 -6.0910 -5.0146 -4.1823
C14 6.8510 -0.2282 5.9449
C15 1.6877 -0.2976 1.2946
H49 -4.1965 -6.4134 3.2425
C16 -2.5834 -5.0579 2.8759
C17 6.0317 0.4640 -4.5959
C18 -4.3172 3.1315 -5.3863
H50 1.1273 -2.4476 -0.3896
H51 8.3005 -2.6660 7.6963
O14 0.3536 -0.5734 6.2681
C19 0.3948 0.5187 1.3610
C20 -4.1039 -2.5362 -4.8431
H52 0.6473 0.6885 -5.9316
C21 -5.6501 0.0409 -1.2672
C22 7.6093 2.1751 0.5216
H53 -0.6355 -2.0813 0.5973
H54 6.1303 -1.4168 1.0733
C23 3.9209 -3.8490 -3.6008
H55 -6.8515 3.0554 -4.6194
H56 6.3200 -1.9163 -1.0476
H57 0.2523 8.2321 -1.8454
C24 -0.5724 0.1461 0.2219
H58 3.4465 -0.3494 0.0042
C25 1.5770 -0.4043 -1.2469
H59 3.4219 -0.3256 4.7599
C26 0.0647 1.2830 -5.2278
C27 -2.9703 -0.4719 -4.4173
H60 -2.2090 1.3224 1.2180
H61 -6.7057 -5.1698 -0.8395
C28 2.4325 0.0482 -0.0379
H62 -2.8783 -0.0089 -5.3998
C29 -1.2268 -1.1321 4.4801
H63 -3.6270 -0.8160 3.5969
H64 -5.4779 -6.1464 -1.8305
H65 7.6768 -0.8152 -1.1519
C30 2.3690 0.1422 -2.5348
O15 4.5810 0.7360 6.0746
H66 2.2285 1.2071 -2.7203
H67 -0.9784 -2.7692 -2.2035
H68 4.6350 -5.0382 -0.6411
C31 -5.3028 -4.5904 -4.8043
H69 6.9959 -1.1950 2.7384
C32 -1.4177 -3.7471 -2.0063
C33 -9.1809 0.6644 4.2806
H70 -2.0141 -0.9622 -4.2347
O16 0.7443 6.4016 -2.7809
H71 -4.8595 3.7277 -4.6524
H72 -8.7077 5.2846 -1.2972
O17 -6.9709 5.3813 -0.2931
O18 -0.1244 2.5344 -5.9156
H73 6.7632 1.5006 -1.2511
H74 5.0056 2.9833 -2.6695
O19 5.3123 -2.4877 2.7130
O20 5.6728 3.2966 -0.6536
H75 -3.2859 -4.2725 3.1547
C34 4.0042 0.5951 4.7229
H76 -3.6514 0.9078 3.8232
C35 1.6327 -1.9670 -1.2272
H77 -0.9447 4.7517 1.2016
O21 -5.0052 4.4920 -0.3591
H78 -5.2899 -0.2175 -0.2715
C36 -3.1430 -6.3791 3.5202
H79 -0.3911 4.4710 -5.6660
C37 4.6405 3.0521 -1.6448
O22 -2.9823 3.6922 -5.5682
H80 4.6256 -4.0744 -2.8003
O23 -6.5582 1.2249 2.1249
H81 -0.0541 0.4181 2.3492
H82 -0.8426 0.8187 -4.8413
C38 -7.3054 1.6524 -2.0120
H83 3.4055 0.6691 -4.9397
H84 -3.6973 -0.2475 5.2124
C39 6.3909 -1.7975 2.0609
H85 4.2718 -5.8195 0.8527
O24 1.1479 4.4247 -2.0115
H86 -4.4907 1.0217 1.9362
H87 0.1492 3.6471 -4.2423
C40 -1.2878 -1.2116 0.5179
H88 -4.9499 2.6264 2.4942
H89 -2.0256 -6.9867 1.1256
H90 -3.3971 -8.0036 1.1762
H91 -4.7585 3.2060 -6.3802
H92 -8.7569 0.6385 5.2844
O25 -8.2854 0.6980 3.1660
C41 4.7156 -3.6322 2.3211
H93 -4.3357 2.0624 -5.1746
C42 -1.9897 3.5081 -4.5553
H94 10.3502 1.1800 0.6271
H95 8.2304 2.9300 0.0394
C43 -0.5612 3.5770 -5.0660
O26 -6.6372 0.9129 -1.0290
H96 -3.3673 4.4740 -1.6337
C44 0.1641 7.7050 -2.7954
H97 9.6152 2.1788 1.8930
H98 2.6375 -2.3817 -1.3077
H99 1.5374 -1.3653 1.4543
O27 -3.3148 -2.8325 -5.7660
H100 6.5911 1.0578 -5.3188
H101 7.4728 2.6044 1.5141
H102 -7.0301 1.5474 -5.3629
H103 -9.6956 -0.2962 4.2569
C45 0.2681 5.4621 -1.9910
H104 0.6085 0.1062 4.4032
H105 0.9056 2.9334 5.5379
C46 -0.2486 3.5158 3.7535
C47 7.0559 -1.4967 -1.7334
H106 -8.3193 2.1785 -4.2866
O28 -4.0272 -1.3881 -4.1956
C48 -0.2734 -4.5993 2.2053
C49 4.2079 -4.8569 0.3453
H107 -4.2186 2.9973 -1.5230
H108 0.7121 3.6431 -0.2370
H109 -1.8950 -1.2819 1.4203
H110 -4.3735 -5.1569 -4.7446
C50 -7.2448 2.0577 -4.4240
N1 0.1986 0.1939 -1.0936
C51 1.5911 -4.4902 -4.0977
H111 6.8555 -1.8432 8.1237
H112 1.6345 2.5962 -1.2712
H113 -9.9120 1.4650 4.1680
H114 0.2435 -5.5335 1.9857
O29 -1.2251 -4.7729 3.2377
H115 -1.2673 2.3525 0.2748
H116 -5.5396 -4.5390 -5.8670
O30 7.6285 -1.3581 6.2882
O31 -1.8879 0.0585 4.1475
H117 -0.6149 -4.1906 1.2543
O32 5.0742 -3.9429 1.0415
H118 4.5628 -3.9131 -4.4794
H119 3.4299 1.4837 4.4611
C52 -5.6819 -5.5245 -0.9589
H120 3.9218 3.8711 -1.6751
H121 4.8469 0.4823 4.0409
C53 0.2618 3.7369 5.1801
H122 -3.1848 0.3355 -3.7172
H123 -1.2914 -4.3219 -2.9237
H124 5.7364 1.2517 -0.0197
H125 -8.7152 6.5852 -0.1416
O33 -6.7267 1.5450 -3.2301
H126 4.9282 -1.3035 6.1272
H127 4.0045 2.1984 -1.4106
H128 -0.0541 2.7179 -1.6219
C54 -1.4619 2.7004 6.5242
H129 -2.1944 2.5081 -4.1730
C55 1.5429 -0.1917 6.9102
O34 -8.2785 2.3394 -1.7180
H130 0.8302 -1.8710 -5.8044
O35 2.8505 -4.8267 -3.7532
C56 3.9962 0.2639 -5.7612
H131 3.1779 -4.5148 0.2448
C57 -2.4406 -7.8345 1.6707
H132 -2.0309 2.7181 7.4538
O36 -0.7593 3.8815 6.2529
H133 -5.4933 -6.0747 -0.0371
C58 -1.6263 1.3236 0.2969
O37 -6.9946 2.4040 3.9771
H134 -2.1376 4.2728 -3.7927
C59 -7.2541 1.5334 3.1528
C60 5.3973 -0.3681 6.4324
H135 -2.1395 2.5021 5.6937
O38 -2.4739 -7.5525 3.0547
C61 7.0020 -0.1906 -3.6330
H136 7.0963 -2.5330 1.6742
O39 -0.7780 4.7087 3.3185

Cartesian forces (eV/Å) of the 6 atoms listed first:
0.12 -0.06 0.05
-0.04 -0.22 -0.02
-0.42 1.54 -0.48
-0.62 -0.37 -0.18
-0.52 -0.55 0.10
-0.04 -0.04 -0.21



[3]
DFT (wB97M-V/def2-TZVPD) results for a gas-phase ion, C5H10NO (charge -1) at a distorted geometry.

- Energy relative to the best compared isomer or geometry (same formula, charge and spin): 53.95 kcal/mol
- M: 100.14 u
- Structure (SMILES): C=NCCCC[O-]
- E_HOMO: -2.143 eV
- Charge: -1
- Frontier orbital gap: 0.2026 Eh
- E_LUMO: 3.4 eV

CARTESIAN COORDINATES (ANGSTROEM)
H1 -0.7600 -1.1005 1.5027
H2 -1.8919 -0.0445 -0.6271
H3 0.6175 -0.3651 -1.1920
H4 -0.6103 -1.9695 0.1862
C1 -1.1028 0.7421 -0.5308
H5 1.4107 -2.5365 0.3436
H6 0.9228 0.4549 0.2005
H7 2.1543 -1.3666 1.1960
H8 -1.5617 1.0899 0.4322
C2 -0.4107 2.8576 -1.3664
C3 -0.0025 -1.2497 0.7676
C4 0.1211 -0.0444 -0.1915
H9 0.5312 2.6969 -0.7296
H10 -0.5222 3.7619 -1.9878
C5 1.2413 -2.0074 1.2253
N1 -1.1844 1.8052 -1.5892
O1 1.0476 -2.7244 2.3603

Cartesian forces (eV/Å) of the 6 atoms listed first:
0.01 0.88 1.53
0.41 0.49 -1.34
-0.95 -0.03 1.23
0.32 -0.30 -0.11
-2.11 -0.88 1.48
0.76 -2.13 -2.01



[4]
DFT (wB97M-V/def2-TZVPD) results for a gas-phase ion, C4H2NO2 (charge -1) at a distorted geometry.

- Energy relative to the best compared isomer or geometry (same formula, charge and spin): 37.71 kcal/mol
- M: 96.06 u
- E_HOMO: -3.785 eV
- Charge: -1
- Frontier orbital gap: 0.2979 Eh
- E_LUMO: 4.3 eV

CARTESIAN COORDINATES (ANGSTROEM)
O1 2.0592 -0.4878 1.0729
O2 1.5501 -1.1687 -0.9400
C1 -1.9687 0.9696 -0.0213
H1 0.2922 1.5356 0.6775
N1 -0.2959 -0.4789 0.5419
C2 -0.6486 0.8540 0.5986
C3 -1.2045 -0.1083 -0.5046
C4 1.3611 -0.7610 0.1514
H2 -1.1451 -0.3546 -1.5763

Cartesian forces (eV/Å) of the 6 atoms listed first:
1.15 0.88 2.72
-0.35 -1.31 -3.51
1.21 0.06 0.66
-2.06 -0.55 -0.19
1.45 -2.09 -0.08
1.29 2.25 -0.08



> Among the records above, which one has the lowest frontier orbital gap?

C61H136NO39